The following is a quantum chemistry calculation of a structure of composition C48H42F6N2O6SbW, from the OMol25 dataset.

Cartesian coordinates (Å):
W -0.59866 0.50834 0.50475
C 3.38975 1.67148 -4.68375
C 1.91205 1.77563 -4.33475
C 1.06369 2.13312 -5.53341
O 1.71493 2.74527 -3.31626
C 1.63789 2.13839 -2.03404
C 1.78270 0.61226 -2.40267
O 1.43535 0.55388 -3.77722
C 1.27463 -0.66493 -1.63160
O 0.93856 -0.39997 -0.30002
C 0.08874 -1.49941 -2.10216
C -0.70484 -1.25604 -3.22870
C -1.99857 -1.59062 -3.44976
C -3.09853 -3.31003 -2.11448
C -2.74068 -3.87205 -0.97603
C -0.09373 -2.65538 -1.11778
C 2.49605 -1.60890 -1.63654
C 2.88620 -2.20877 -2.83019
C 3.98796 -3.04945 -2.86091
C 4.70741 -3.29622 -1.69906
C 4.32095 -2.69516 -0.51074
C 3.21702 -1.85212 -0.47589
C 0.51046 2.81323 -1.18990
O 0.45564 1.94016 -0.05230
C 1.04786 4.16467 -0.73407
C 1.40958 4.38553 0.58478
C 1.90752 5.62249 0.97498
C 2.06209 6.63625 0.04602
C 1.71096 6.41504 -1.28056
C 1.20290 5.18777 -1.66919
C -0.84050 2.94903 -1.88002
C -1.26621 2.00308 -2.80059
C -2.53706 2.06907 -3.35627
C -3.39922 3.09027 -2.98626
C -2.98420 4.03416 -2.05550
C -1.71580 3.96572 -1.50366
H 3.73368 2.62648 -5.07899
H 3.54338 0.89773 -5.43603
H 3.98923 1.43589 -3.80503
H 1.35746 3.11544 -5.90096
H 0.01411 2.16664 -5.24875
H 1.21106 1.40318 -6.32960
H 2.54025 2.37290 -1.46226
H 2.86741 0.49768 -2.34116
H -0.24213 -0.70797 -4.04386
H -2.53845 -1.37804 -4.36002
H -3.59723 -3.80250 -2.93755
H -2.99988 -4.91251 -0.82435
H 0.83341 -2.64125 -0.54437
H 2.32979 -2.00945 -3.73958
H 4.28337 -3.51553 -3.79224
H 5.56555 -3.95512 -1.72123
H 4.87804 -2.88227 0.39828
H 2.90412 -1.38396 0.44833
H 1.26997 3.60913 1.32052
H 2.15168 5.78939 2.01562
H 2.44386 7.60172 0.35260
H 1.82276 7.20620 -2.01112
H 0.91366 5.01949 -2.69816
H -0.59500 1.21091 -3.09628
H -2.84840 1.33108 -4.08748
H -4.38910 3.15396 -3.42163
H -3.65870 4.82074 -1.74282
H -1.42228 4.66844 -0.73541
N -1.05321 -2.38565 -0.02650
C -2.10736 -3.08856 0.12359
C -2.83473 -3.07816 1.41235
C -4.17604 -3.45910 1.48932
C -4.85179 -3.39097 2.69752
C -4.19456 -2.93650 3.83393
C -2.85371 -2.57819 3.77039
C -2.17154 -2.67132 2.57151
C -0.08606 -4.06207 -1.71061
C -0.01295 -4.34361 -3.06813
C 0.06831 -5.65717 -3.51602
C 0.08756 -6.70786 -2.61386
C 0.05178 -6.43577 -1.25226
C -0.02335 -5.12645 -0.80857
H -4.70244 -3.79194 0.60193
H -5.89319 -3.68129 2.75039
H -4.72949 -2.85811 4.77117
H -2.34473 -2.19272 4.64324
H -1.13221 -2.37778 2.51330
H -0.01190 -3.54273 -3.79282
H 0.12502 -5.85500 -4.57890
H 0.15115 -7.72924 -2.96527
H 0.09943 -7.24385 -0.53369
H -0.02766 -4.92291 0.25680
F 0.20608 -0.35260 1.95703
Sb -1.15535 2.40288 3.15348
F -0.46978 3.38755 4.63108
F -3.01999 2.73664 3.37050
F -1.45541 0.91333 4.45002
F -1.86651 1.94639 0.28021
F -1.14458 4.14450 2.18273
O -2.83718 -1.93890 -2.36728
C -3.35313 -0.53522 -1.48470
C -4.76886 -0.67972 -0.98839
C -4.66419 -0.18627 0.47147
C -3.18665 -0.11475 0.65774
O -2.49638 0.02835 1.66422
N -2.50945 -0.21745 -0.53473
H -5.07801 -1.72515 -1.04408
H -5.45685 -0.09278 -1.59420
H -5.13459 -0.82432 1.21523
H -5.04833 0.82928 0.59168

## Properties
**Expectation value of S²**: 3.7876
**Molecular weight**: 1162.5 g mol⁻¹
**HOMO-LUMO gap (alpha / beta)**: 0.2340 / 0.2274 Eh
**2S+1**: 4
**LUMO (alpha / beta)**: -0.04582 / -0.06832 Eh

The following is a quantum chemistry calculation of a structure of composition C3H8HgO3, from the OMol25 dataset.

Cartesian coordinates (Å):
O 1.55890 0.55650 -0.44044
Hg 0.03477 1.68964 0.31405
O 1.41744 -0.48010 0.54592
H 2.44559 -0.57444 0.42562
C -2.61756 -0.05690 -0.03285
O -1.22635 -0.20664 0.21447
C -0.60607 -1.19157 -0.59044
C 0.67757 -1.64035 0.06654
H -2.97765 0.75633 0.60644
H -2.79749 0.19214 -1.08996
H -3.14948 -0.98430 0.22523
H -0.42030 -0.79051 -1.59750
H -1.24850 -2.08039 -0.68568
H 1.29936 -2.20044 -0.64135
H 0.49810 -2.22001 0.97917

## Properties
**Expectation value of S²**: 0.7533
**Molecular weight**: 292.7 g mol⁻¹
**HOMO-LUMO gap (alpha / beta)**: 0.3258 / 0.3344 Eh
**Total charge**: +1
**2S+1**: 2
**LUMO (alpha / beta)**: -0.13180 / -0.21049 Eh

The following is a quantum chemistry calculation of a cluster of 2 separate species, C29H36BF3O2S in total, from the OMol25 dataset.

Cartesian coordinates (Å):
C 0.70753 -0.77731 2.36218
C -0.57219 -0.98312 1.64571
C -0.47084 -1.00033 0.21601
C -0.55104 -2.21568 -0.53450
C -0.52997 -3.60127 0.04423
C -0.52944 -2.15318 -1.91919
C -0.36619 -0.95064 -2.60129
C -0.41829 -0.93588 -4.09397
C -0.12558 0.21039 -1.87145
C -0.08391 0.19413 -0.48022
C 0.39618 1.40680 0.24665
H 0.79764 -1.39013 3.27021
H 1.55291 -1.03266 1.69097
H 0.88153 0.26837 2.64620
H -1.33091 -1.63282 2.06812
H -1.06471 -4.25496 -0.66069
H 0.49979 -3.99051 0.09641
H -0.98023 -3.70655 1.03457
H -0.58411 -3.10135 -2.46744
H -0.26512 0.07853 -4.45913
H 0.33167 -1.58444 -4.56363
H -1.39954 -1.31116 -4.40509
H 0.11309 1.15609 -2.37749
H 0.35881 2.26280 -0.43790
H -0.22326 1.64634 1.12096
H 1.43949 1.31780 0.59626
C -7.46286 3.91376 6.63386
C -6.13871 3.49749 6.14906
C -4.89008 3.94381 6.55568
C -3.81320 3.32866 5.82957
C -4.23571 2.42621 4.88675
B -3.32661 1.32812 4.08567
C -2.92825 2.15602 2.73515
C -1.72747 2.84470 2.65436
C -1.45152 3.64696 1.53009
C -2.37169 3.70450 0.48715
C -2.07674 4.46165 -0.78490
F -1.99368 3.59000 -1.85258
F -3.06214 5.36285 -1.07934
F -0.89240 5.13776 -0.73143
C -3.58817 3.04039 0.57639
C -3.86482 2.27109 1.71290
O -2.33178 1.13447 5.10946
C -2.38102 -0.24303 5.40396
C -1.33884 -0.85227 4.49321
C -1.95680 -0.47054 6.84599
C -3.87260 -0.66881 5.00263
C -4.08681 -2.09597 4.49768
C -4.82249 -0.40338 6.16339
O -4.16317 0.18609 3.89826
S -5.96111 2.36810 4.83664
H -7.34910 4.61563 7.45925
H -8.00328 4.40517 5.82136
H -8.04004 3.05483 6.98229
H -4.76217 4.66736 7.35839
H -2.77301 3.57517 6.02187
H -1.00725 2.79366 3.47114
H -0.52346 4.20858 1.46695
H -4.31889 3.13844 -0.22473
H -4.83627 1.78503 1.79310
H -1.31660 -1.95089 4.51002
H -1.55056 -0.48441 3.47448
H -0.35117 -0.46301 4.77873
H -1.95164 -1.54969 7.06056
H -0.93400 -0.09121 6.98017
H -2.62388 0.04805 7.54198
H -3.79710 -2.82821 5.25819
H -5.15564 -2.23255 4.28944
H -3.53151 -2.28348 3.57229
H -4.64246 -1.16022 6.93983
H -4.66974 0.60150 6.57907
H -5.86270 -0.48652 5.82791

## Properties
**Molecular weight**: 516.5 g mol⁻¹
**HOMO-LUMO gap**: 0.1014 Eh
**LUMO**: -0.13443 Eh

The following is a quantum chemistry calculation of a cluster of 13 separate species, C49H79F3N10O9 in total, from the OMol25 dataset.

Cartesian coordinates (Å):
C 2.01298 1.53866 -6.22478
C 3.21762 1.56041 -5.31034
C 3.00681 0.65825 -4.03526
C 2.45457 -0.69229 -4.26708
N 2.02540 -1.79288 -4.31057
H 1.66088 0.54639 -6.50675
H 2.32733 2.06736 -7.12465
H 1.17443 2.06758 -5.77181
H 3.38045 2.57709 -4.95263
H 3.98618 1.02138 -5.86429
H 2.24340 1.12791 -3.41501
H 3.81887 0.46373 -3.33467
C 0.98103 4.03039 5.42865
C 0.16724 4.67810 4.26560
C -1.05550 3.80632 3.92418
C -1.84592 4.36808 2.82170
N -2.44670 4.82429 1.90450
H 1.90930 4.57413 5.60402
H 1.15414 2.96143 5.30427
H 0.36877 4.02761 6.33045
H 0.86331 4.82023 3.43893
H -0.22501 5.64726 4.57381
H -1.70935 3.55608 4.75963
H -0.61142 2.86508 3.60020
C -2.40662 -4.92275 -1.48093
C -1.74494 -3.77756 -2.28704
C -2.11922 -2.36337 -1.87348
C -3.56397 -2.08464 -1.97077
N -4.71958 -1.90987 -2.05869
H -1.86610 -5.84705 -1.68490
H -3.45597 -5.10748 -1.71078
H -2.39083 -4.76153 -0.40303
H -1.99926 -3.93462 -3.33526
H -0.66281 -3.90645 -2.30905
H -1.58800 -1.60293 -2.44589
H -1.74400 -2.37912 -0.85023
C -0.61402 3.95529 -2.14905
C -0.18664 5.16051 -1.19927
C -1.36842 6.15536 -1.03664
C -1.71794 6.80081 -2.26813
N -2.00228 7.34510 -3.24853
H -1.64854 3.61229 -2.13396
H 0.01008 3.06480 -2.07402
H -0.56457 4.31822 -3.17566
H 0.71443 5.62004 -1.60548
H 0.13710 4.68494 -0.27347
H -1.11078 6.95293 -0.33981
H -2.24517 5.70511 -0.57114
C 1.55052 -5.19220 0.88943
C 2.61802 -6.25442 0.54086
C 2.40151 -6.88087 -0.83790
C 1.04169 -7.44772 -1.10091
N -0.01995 -7.91958 -1.37906
H 0.48900 -5.41798 0.78798
H 1.70782 -4.31838 0.25715
H 1.61905 -4.76754 1.89096
H 2.56922 -7.11171 1.21226
H 3.63334 -5.91501 0.74586
H 2.99600 -7.78099 -0.99429
H 2.48387 -6.10769 -1.60178
C 0.69418 0.40906 -1.09884
C -0.45998 0.63921 -0.17890
C -0.25508 0.25479 1.29956
C 0.27072 -1.09594 1.64021
N 0.69874 -2.13056 1.84393
H 0.44087 0.58955 -2.14352
H 1.12082 -0.59208 -1.03716
H 1.47628 1.15671 -0.96678
H -1.33014 0.11885 -0.57906
H -0.80201 1.67383 -0.20486
H -1.19607 0.35347 1.84077
H 0.51866 0.91513 1.69119
C -2.41304 -1.68019 6.85658
C -0.88418 -2.04198 6.89994
C -0.18313 -2.00333 5.56728
C 0.09494 -0.66708 5.02515
N 0.28982 0.40620 4.57027
H -3.03554 -2.30416 6.21530
H -2.44288 -0.62313 6.59236
H -2.75188 -1.74553 7.89052
H -0.78922 -3.07140 7.24545
H -0.34704 -1.42953 7.62416
H -0.83416 -2.38862 4.78255
H 0.71889 -2.61269 5.62335
C -1.57074 -2.30022 -5.69970
C -1.49859 -1.39725 -6.86651
C -2.05348 0.02828 -6.69829
C -1.73506 0.68009 -5.41943
N -1.44145 1.11537 -4.37703
H -0.99934 -3.19990 -5.92811
H -2.56727 -2.66002 -5.44361
H -1.04454 -1.85197 -4.85692
H -1.95946 -1.90196 -7.71561
H -0.46651 -1.27430 -7.19483
H -3.12004 -0.16803 -6.80789
H -1.92983 0.64302 -7.58987
C 4.59053 0.54695 4.36727
C 4.53594 -0.49741 3.24369
C 3.37783 -1.51681 3.24380
C 3.51559 -2.60763 4.24160
N 3.53549 -3.47961 5.02839
H 3.63043 1.05264 4.26436
H 5.35499 1.32388 4.37579
H 4.60068 -0.00822 5.30524
H 5.46906 -1.06026 3.26836
H 4.57041 0.05906 2.30708
H 3.27666 -2.00154 2.27277
H 2.41834 -1.02773 3.41202
C -4.26282 2.18011 -1.18563
C -4.50385 3.10968 0.08688
C -6.00955 3.46184 0.25911
C -6.91382 2.30289 0.31394
N -7.61429 1.37025 0.33300
H -3.17508 2.17312 -1.25559
H -4.61848 2.55271 -2.14624
H -4.69683 1.19181 -1.03401
H -3.88987 4.01027 0.09656
H -4.22114 2.53355 0.96793
H -6.26107 3.98919 -0.66108
H -6.05107 4.02361 1.19226
C -5.05623 -1.16976 1.25455
C -4.63228 -2.58087 1.83737
O -4.07860 -2.19195 3.08517
C -3.63044 -0.92467 3.01295
O -2.84342 -0.40607 3.83104
O -4.17276 -0.28146 1.93162
F -3.72184 -2.96184 0.97422
H -6.12133 -1.03718 1.44453
H -4.94114 -1.12385 0.17162
H -5.39062 -3.34358 2.01428
C 3.22959 4.90586 1.14592
C 3.08135 3.41320 0.93129
O 3.41608 3.30258 -0.44992
C 3.24676 4.51967 -1.05169
O 3.30210 4.79096 -2.25569
O 3.08856 5.47072 -0.16713
F 1.75604 3.07414 0.99944
H 4.20935 5.22104 1.50486
H 2.41652 5.35901 1.71308
H 3.62525 2.76434 1.61777
C 3.99954 -3.56502 -1.73873
C 5.24422 -2.94812 -2.39431
O 5.49957 -1.82495 -1.54039
C 4.35759 -1.49338 -0.81376
O 4.29663 -0.62577 -0.01510
O 3.40531 -2.39887 -1.05667
F 4.89606 -2.52121 -3.59452
H 4.22121 -4.38655 -1.05751
H 3.19810 -3.95608 -2.36551
H 6.13663 -3.57289 -2.43138

## Properties
**Expectation value of S²**: 0.7630
**Molecular weight**: 1009.2 g mol⁻¹
**HOMO-LUMO gap (alpha / beta)**: 0.3612 / 0.0753 Eh
**Total charge**: +1
**2S+1**: 2
**LUMO (alpha / beta)**: -0.10285 / -0.38879 Eh